Entry 1:
Molecular formula: C7H13O
Method: DFT, the ωB97M-V functional and the def2-TZVPD basis

XYZ file:
```
21
C7H13O (the ωB97M-V functional and the def2-TZVPD basis)
C 2.33361 0.31222 0.44816
C 1.99477 -0.23110 -0.71562
C 2.92016 -0.29336 -1.85029
C 2.63648 -0.88489 -3.00918
H 3.34088 0.69043 0.60304
H 1.57519 0.38731 1.21596
H 0.95895 -0.53863 -0.86195
H 3.92718 0.09481 -1.70725
H 3.37144 -0.91978 -3.80458
H 1.67109 -1.33395 -3.19913
C -1.93029 -0.89899 0.65754
O -0.60365 -0.70121 0.48989
C -2.71972 0.42212 0.77778
C -2.22604 1.24903 1.96835
H -2.16021 -1.47369 1.59775
H -2.39790 -1.49280 -0.16822
H -3.80014 0.24976 0.89546
H -2.55959 0.99212 -0.14232
H -2.58158 2.28561 1.89925
H -1.13864 1.24558 2.00083
H -2.61201 0.83941 2.90453
```

Values from the calculation:
HOMO-LUMO gap	6.36	eV
total charge	-1
energy above the lowest of the compared OMol25 structures with the same formula, charge and spin	67.4	kJ/mol
HOMO	-2.54	eV

Entry 2:
Molecular formula: C7H13O2PS
Method: DFT, the ωB97M-V functional and the def2-TZVPD basis

XYZ file:
```
24
C7H13O2PS (the ωB97M-V functional and the def2-TZVPD basis)
C 3.26019 0.27578 0.12142
C 3.34698 1.49845 -0.24590
C -2.35100 1.52859 0.11525
C -1.41131 -3.48388 0.13388
C 3.34106 2.65929 -0.86464
C -0.88792 1.81157 -0.33669
C -1.11749 -2.33941 0.99010
O -0.40061 0.72753 -1.08936
O -0.98408 -1.08983 0.28159
P 0.29421 -0.57869 -0.57894
S 1.73087 0.06366 1.11591
H 4.13335 -0.34331 0.18676
H -2.67198 0.73438 -0.59932
H -2.28124 1.02954 1.08403
H -2.92375 2.49969 0.03333
H -1.71106 -3.07313 -0.81342
H -0.60634 -4.07317 -0.22853
H -2.24696 -4.07412 0.44558
H 3.13158 2.56703 -1.90953
H 3.62009 3.66861 -0.42821
H -0.20582 2.04595 0.48124
H -0.81278 2.57932 -1.18698
H -0.29022 -2.61870 1.65881
H -1.95576 -2.01516 1.63361
```

Values from the calculation:
HOMO-LUMO gap	9.15	eV
total charge	0
SMILES string	C=C=CSP(OCC)OCC
HOMO	-8.29	eV

Entry 3:
Molecular formula: C7H13O5PS
Method: DFT, the ωB97M-V functional and the def2-TZVPD basis

XYZ file:
```
27
C7H13O5PS (the ωB97M-V functional and the def2-TZVPD basis)
C 0.77886 -1.49431 2.55243
C 0.92939 -1.62548 0.99686
C 0.32195 -3.00786 0.63289
C 0.00061 -0.53365 0.36829
C 0.71974 0.48190 -0.53134
O 1.57573 0.01309 -1.59134
C 1.66481 1.10095 -2.44927
O 2.42988 1.27389 -3.27663
O 0.64408 2.01767 -2.16748
C -0.31178 1.19329 -1.45352
P -1.77195 2.02243 -0.72068
O -2.45355 2.97147 -1.86687
O -1.25819 2.91276 0.54430
S -3.15019 0.82105 -0.10660
H -0.29357 -1.31986 2.73249
H 1.02106 -2.44717 3.04819
H 1.40015 -0.68795 2.96370
H 1.96665 -1.49769 0.66148
H 0.80312 -3.79173 1.23849
H 0.39251 -3.25667 -0.43403
H -0.73654 -2.97829 0.94223
H -0.79020 -0.99958 -0.24300
H -0.53969 0.05504 1.12390
H 1.34702 1.18038 0.04430
H -0.54748 0.39768 -2.18200
H -2.10741 3.87888 -1.79097
H -2.03500 3.31975 0.96418
```

Values from the calculation:
HOMO-LUMO gap	9.47	eV
total charge	0
SMILES string	CC(C)C[C@H]1OC(=O)O[C@@H]1P(O)(O)=S
HOMO	-9.35	eV

Entry 4:
Molecular formula: C7H13OP
Method: DFT, the ωB97M-V functional and the def2-TZVPD basis

XYZ file:
```
22
C7H13OP (the ωB97M-V functional and the def2-TZVPD basis)
C -0.85868 0.93974 -1.82243
C -0.24115 -0.82953 1.81997
C -0.97878 0.18492 -0.69505
C 1.75837 -0.41528 -0.19595
C -2.15337 -0.80302 -0.55936
C 1.59595 -1.91145 -0.19396
C 0.87662 2.57109 0.78729
O 2.67883 0.19728 -0.57693
P 0.24066 0.24299 0.64002
H -0.01325 1.57990 -1.76877
H -1.42512 1.04950 -2.77022
H 0.40529 -0.85760 2.71622
H -1.39830 -0.79843 2.01827
H -1.94761 -1.84400 -0.16597
H -3.01367 -0.54431 0.03505
H -2.55975 -0.66557 -1.54721
H 0.68373 -2.05497 -0.57595
H 2.34862 -2.45467 -0.62337
H 1.41317 -2.00981 0.89531
H 0.31146 3.21732 0.05831
H 0.34115 2.53912 1.75608
H 1.93583 2.66678 0.76867
```

Values from the calculation:
HOMO-LUMO gap	7.84	eV
total charge	0
energy above the lowest of the compared OMol25 structures with the same formula, charge and spin	448.0	kJ/mol
HOMO	-7.57	eV

Entry 5:
Molecular formula: C7H14
Method: DFT, the ωB97M-V functional and the def2-TZVPD basis

XYZ file:
```
21
C7H14 (the ωB97M-V functional and the def2-TZVPD basis)
C 0.42829 1.64678 0.06224
C -1.02688 1.44376 -0.38169
C -1.70678 0.18320 0.16171
C -1.01722 -1.15502 -0.23390
C 0.31468 -1.42489 0.52168
C 1.54748 -0.74426 0.07076
C 1.45324 0.67911 -0.54673
H 0.49237 1.57637 1.15550
H 0.71884 2.67274 -0.20063
H -1.06627 1.42815 -1.48177
H -1.61468 2.32079 -0.07327
H -1.77432 0.24994 1.25706
H -2.74730 0.17357 -0.20324
H -1.70562 -1.96778 0.00672
H -0.88085 -1.15718 -1.32414
H 0.09803 -1.37829 1.58079
H 1.23700 -2.36729 0.93405
H 2.10271 -1.46736 1.07879
H 2.21427 -1.32466 -0.55369
H 2.45254 1.11399 -0.47361
H 1.26216 0.60706 -1.64133
```

Values from the calculation:
HOMO-LUMO gap	10.48	eV
total charge	0
energy above the lowest of the compared OMol25 structures with the same formula, charge and spin	401.6	kJ/mol
HOMO	-9.46	eV

Entry 6:
Molecular formula: C7H14
Method: DFT, the ωB97M-V functional and the def2-TZVPD basis

XYZ file:
```
21
C7H14 (the ωB97M-V functional and the def2-TZVPD basis)
C 2.27569 -0.08326 0.47667
C 1.22807 0.00049 1.28666
C 0.17590 1.08845 1.27978
C -0.46062 1.42483 -0.07668
C -1.51852 0.43094 -0.57964
C -1.05338 -0.79326 -1.33419
C 0.10828 -0.97721 -1.95116
H 3.00180 -0.88681 0.56198
H 2.45323 0.65723 -0.29616
H 1.13717 -0.76170 2.05769
H -1.03559 -2.18365 1.61261
H -0.61895 0.81881 1.98641
H 0.62659 2.00722 1.68206
H -0.94430 2.40402 0.02544
H 0.32576 1.56081 -0.82862
H -2.13825 0.09912 0.26553
H -2.21328 0.97162 -1.23893
H -0.76647 -2.06188 0.92814
H -1.79877 -1.58789 -1.41106
H 0.31323 -1.89191 -2.50182
H 0.90241 -0.23598 -1.94471
```

Values from the calculation:
HOMO-LUMO gap	10.31	eV
total charge	0
energy above the lowest of the compared OMol25 structures with the same formula, charge and spin	247.0	kJ/mol
SMILES string	C=CCCCC=C.[H][H]
HOMO	-9.08	eV

Look up the total charge of the third one. 0